Entry A
Here is a cluster of 2 separate species, C3H9NO3 in total from OMol25. Energies are from the ωB97M-V functional and the def2-TZVPD basis.

Structure (XYZ):
```
16
C3H9NO3, DFT the ωB97M-V functional and the def2-TZVPD basis
C -0.9704 1.4969 2.1902
C 0.1811 1.5290 -0.0177
H -1.7609 1.9751 0.2884
H -0.9309 0.4001 2.2162
H -1.8822 1.8131 2.6725
O 0.3592 -0.4969 -1.2933
H 0.5989 2.3369 -0.6283
O 1.9074 -4.8753 -1.9116
O -1.1845 1.0437 -1.9247
N -0.9069 2.0285 0.8282
C -0.3259 0.6751 -1.1868
H 2.3463 -5.5593 -1.3990
H 0.8575 1.0557 0.6963
H -0.0506 1.8437 2.6523
H -0.0458 -1.1478 -1.8558
H 1.8076 -4.1185 -1.3269
```

Values from the calculation:
SMILES: CNCC(=O)O.O
M: 107.1 g mol⁻¹
E_LUMO: 0.4 eV

=====

Entry B
Here is a cluster of 2 separate species, C3H9NO3 in total from OMol25. Energies are from the ωB97M-V functional and the def2-TZVPD basis.

Structure (XYZ):
```
16
C3H9NO3, DFT the ωB97M-V functional and the def2-TZVPD basis
O 1.8693 -0.7197 -2.3760
H 2.2722 1.3562 -2.0348
H 2.7245 0.2629 -0.7596
H 0.1359 -1.5814 1.5062
H 1.2060 -0.5214 -3.0019
C 0.8519 -1.1325 0.8168
C 2.0239 0.3732 -1.5512
H 1.7773 -0.8547 1.4003
O -4.6600 0.6023 2.1297
H -5.2698 1.1256 2.6261
N 0.9787 0.7574 -0.6845
H -5.1234 -0.1844 1.8416
O -0.9014 0.5899 0.3206
H 1.0357 -1.9525 -0.0203
C 0.2315 0.1302 0.2175
H 0.8478 1.7487 -0.4306
```

Values from the calculation:
SMILES: CC(=O)NCO.O
M: 107.1 g mol⁻¹
E_LUMO: 0.7 eV

=====

Relative energies, unit hartree: entry A 0.0000; entry B 0.0409

=====

Entry A
Here is a structure of composition C18H13N5PtSe2 from OMol25. Energies are from the ωB97M-V functional and the def2-TZVPD basis.

Structure (XYZ):
```
39
C18H13N5PtSe2, DFT the ωB97M-V functional and the def2-TZVPD basis
Se -0.8205 0.7880 -3.2775
H -2.9447 -1.3581 1.1409
C 3.0487 -1.6056 1.8886
H -3.0850 5.2149 -2.4147
C -1.2058 2.4156 -2.3220
H -3.3077 0.5306 -0.3815
H -3.5312 -1.1218 -0.9911
H 0.1568 2.0079 -0.6872
C -2.3666 4.4805 -2.0759
C 3.6079 -1.8661 -0.5229
C 0.6309 -1.4716 2.4826
H -0.2054 -1.8538 4.3995
Pt -1.0005 -0.4108 -1.2793
C 0.3473 -1.2367 1.1012
H 3.8372 -2.0422 -2.6549
C 3.1846 -1.7667 -1.8450
C 2.7250 -1.5614 0.4972
C 1.3749 -1.2342 0.1495
Se 4.1903 -1.7467 4.1412
C -3.0475 -0.1612 -1.1870
N 1.0276 -1.0313 -1.1591
C -0.8761 3.8844 -0.4778
N -1.7472 4.7626 -0.9443
H -2.5593 -1.8644 3.5043
H 1.5786 -1.1464 -3.1345
C -0.5729 2.6903 -1.1124
C -2.1282 3.3305 -2.8139
H 4.6046 -2.1945 -0.2736
H -2.6507 3.1576 -3.7424
C 1.9051 -1.2973 -2.1112
C -1.9341 -1.3653 1.5244
N 2.4178 -1.6160 4.1269
C -1.7204 -1.6504 2.8631
N -0.9573 -1.1214 0.6618
C -0.4189 -1.6667 3.3589
H -3.4577 0.2349 -2.1188
C 2.0080 -1.5497 2.8734
N 4.2757 -1.7151 2.3659
H -0.3846 4.1564 0.4467
```

Values from the calculation:
M: 652.3 g mol⁻¹
E_LUMO: -1.6 eV

=====

Entry B
Here is a structure of composition C18H13N5PtSe2 from OMol25. Energies are from the ωB97M-V functional and the def2-TZVPD basis.

Structure (XYZ):
```
39
C18H13N5PtSe2, DFT the ωB97M-V functional and the def2-TZVPD basis
C -1.6075 3.1942 -0.1971
H 2.0520 -1.2198 2.3312
C 1.4189 -0.3952 2.0088
H -0.5371 -3.5958 0.2291
C -0.6251 2.2417 0.0508
H 5.9969 0.8013 2.5641
H 1.9063 0.5517 2.2561
H 5.3094 0.3810 -2.2342
Se 3.0488 -1.1783 -1.0083
C -2.8787 2.7675 -0.5095
H 0.3892 2.5318 0.2924
C -4.6852 -0.5622 -0.8909
C 4.7032 -0.0033 1.0598
C 6.5121 1.1035 -0.6129
H 7.2503 1.5556 -1.2676
C -2.6484 -3.6448 -0.2515
H 0.4513 -0.4632 2.5142
N -1.2707 -1.7098 -0.0641
C -1.4257 -3.0210 -0.0056
C -3.7401 -2.8620 -0.5625
C 4.4899 -0.1388 -0.3087
C 5.4236 0.4401 -1.1598
C -4.4572 0.8651 -0.8737
N -0.8528 0.9347 -0.0042
N 6.7253 1.2382 0.6921
N -5.8995 -0.9492 -1.1646
C -3.1335 1.3990 -0.5638
Se -6.8708 0.5254 -1.4318
C -3.5876 -1.4769 -0.6022
H -1.3618 4.2450 -0.1428
H -3.6827 3.4631 -0.7093
C -2.3221 -0.9478 -0.3382
Pt 1.0932 -0.4369 0.0426
H 4.0140 -0.4329 1.7691
H -4.7116 -3.2929 -0.7641
H -2.7270 -4.7219 -0.2030
C 5.8188 0.6887 1.4994
C -2.0888 0.5077 -0.3047
N -5.4893 1.6172 -1.1346
```

Values from the calculation:
M: 652.3 g mol⁻¹
E_LUMO: -1.2 eV

=====

Relative energies, unit hartree: entry A 0.0000; entry B 0.0338

=====

Entry A
Here is a structure of composition C18H21N9O9P2SSr from OMol25. Energies are from the ωB97M-V functional and the def2-TZVPD basis.

Structure (XYZ):
```
61
C18H21N9O9P2SSr, DFT the ωB97M-V functional and the def2-TZVPD basis
O -0.9627 0.9056 1.0973
N -1.9832 5.2278 -1.0672
H 0.5544 -3.8822 6.2090
N 3.5702 5.0803 -0.8630
C 1.3794 4.2371 -1.2049
C 0.8632 -0.5403 4.1188
H 3.5577 -3.0172 1.4131
H 3.9664 -3.2909 -1.0560
C 3.9982 3.8567 -1.1558
H -3.1282 -1.2161 -4.1847
H -0.6891 -3.8305 2.8297
H 1.2919 0.3904 4.4622
O -2.6098 0.8790 -1.9323
N 2.5892 -1.2286 1.2140
O -0.6573 -3.4495 -2.5626
N 0.4279 -4.0232 5.2204
C -0.2980 -1.7723 2.4009
H -2.8419 -2.9497 -0.5118
H 5.0682 3.6905 -1.1393
C 3.0124 -1.3968 -1.4636
H -2.3745 -0.0915 0.6028
O -0.3799 -0.9845 -3.1700
P -0.9894 -1.9273 -2.1697
N 1.4341 0.7857 0.7488
O -3.3332 -2.9540 -1.3443
N -0.6814 5.5619 -0.9365
C 0.2608 -0.5915 2.8682
C -3.4419 -2.0396 -3.5438
O 0.5176 1.9710 2.7438
N -0.9187 3.3983 -1.4967
P -3.3035 -0.3069 -1.3714
H -4.5283 -2.0523 -3.4718
H 3.4784 1.8244 -1.6867
N 2.3761 -0.3332 -0.9853
C 2.1434 -0.3004 0.3559
C 0.3419 -2.8701 4.4522
C -0.0779 4.4294 -1.2131
O -3.2014 -0.4474 0.1965
C -2.8301 -1.9053 -2.1610
O -4.8802 -0.2653 -1.5993
H -3.0999 -2.9777 -3.9813
C 2.2574 5.2662 -0.8829
H -0.7225 -1.8177 1.4060
N 1.8120 3.0132 -1.5065
H -2.6966 5.9176 -0.9057
O -0.6624 -1.6171 -0.7329
C -2.1128 3.9372 -1.3846
Sr -0.0742 0.8881 -1.3808
C 3.2176 -2.2710 0.7012
H 3.1641 -1.4125 -2.5383
H 1.8818 6.2501 -0.6323
H -3.0486 3.4237 -1.5322
C 0.9019 -1.6729 4.9068
C -0.2600 -2.9035 3.1920
H 1.3713 -1.6410 5.8828
C 3.4551 -2.4274 -0.6588
S 0.3123 0.8480 1.8714
H 0.0740 -3.4751 -3.1897
C 3.1271 2.8246 -1.4708
H -0.2485 -4.7389 5.0118
H -5.3699 0.0145 -0.8182
```

Values from the calculation:
M: 689.1 g mol⁻¹
E_LUMO: -0.1 eV

=====

Entry B
Here is a structure of composition C18H21N9O9P2SSr from OMol25. Energies are from the ωB97M-V functional and the def2-TZVPD basis.

Structure (XYZ):
```
61
C18H21N9O9P2SSr, DFT the ωB97M-V functional and the def2-TZVPD basis
H -1.6981 3.9708 3.2912
H -0.6159 -3.7426 0.8265
O -2.3820 -0.3124 0.1337
O -2.7224 -2.0114 2.0057
O -3.3393 -3.7476 -1.1106
P -1.1316 -2.7205 -2.1173
P -2.8720 -1.6733 0.4788
O -1.1376 -4.0884 -2.9425
C -1.1341 4.5471 1.2889
C -0.4327 4.0869 0.1893
N -0.6131 2.4923 2.3722
H 2.7941 -1.6735 1.0712
N 0.6163 0.9031 1.1515
C 4.2332 -1.5723 2.6505
C -1.2194 3.2215 -4.3576
C 2.2570 -0.2840 4.1107
Sr -0.2565 -0.2285 -0.8968
O -0.5179 -0.2641 3.1747
H -2.0145 -1.5110 2.4672
H 4.9992 -2.0859 2.0822
H 1.4759 0.2045 4.6775
H -0.3261 4.7099 -0.6943
H -1.5978 5.5219 1.3000
O -1.9822 -1.6394 -2.7109
C 0.0163 2.1440 1.2471
N 1.4178 2.1119 -4.7578
H 3.3556 0.1930 -3.0308
H -1.1764 -5.0177 -0.2800
C 0.7087 1.7704 -3.7032
O 0.1624 -1.4644 1.1736
H -3.1864 1.7520 -1.5308
O -4.4236 -1.7493 0.1801
C -3.1450 3.1566 -3.1800
H -4.7873 -2.6440 0.2636
H 5.7862 -1.3663 5.5287
C -0.6746 2.2492 -3.5184
H -1.9857 -4.2545 -3.3741
N 5.7482 -1.3732 4.5229
H -4.1545 3.5169 -3.0241
H -0.6315 3.6258 -5.1713
H -3.6674 -3.1238 -1.7774
H -2.1833 -4.5335 1.0939
C 4.4964 -1.1694 3.9626
C 2.0113 -0.6871 2.8051
N 2.5847 1.4800 -4.5398
H 3.3388 1.5539 -5.2004
O 0.3005 -2.3660 -1.8305
C -1.4867 -4.1723 0.3358
C 2.9998 -1.3319 2.0778
C 2.5352 0.7862 -3.3991
S 0.4416 -0.3393 2.0911
C 3.4913 -0.5225 4.6855
H 6.3041 -2.1072 4.1168
C -1.1842 3.6870 2.3785
N 0.1528 2.8944 0.1322
C -2.6157 2.1848 -2.3438
N -2.4514 3.6767 -4.1873
N -1.3775 1.7356 -2.5142
C -2.1453 -3.1406 -0.5518
H 3.6778 -0.2102 5.7058
N 1.3645 0.9514 -2.8279
```

Values from the calculation:
M: 689.1 g mol⁻¹
E_LUMO: 0.0 eV

=====

Relative energies, unit hartree: entry A 0.0000; entry B 0.0388

=====

Entry A
Here is the ion C5H11NO with charge +1 from OMol25. Energies are from the ωB97M-V functional and the def2-TZVPD basis.

Structure (XYZ):
```
18
C5H11NO, DFT the ωB97M-V functional and the def2-TZVPD basis
H -1.4786 -2.1545 -0.8292
H 2.6377 0.7310 2.0296
C -0.1937 0.2825 0.3190
C 1.9914 0.0573 1.4780
C -0.1273 -0.5173 -0.9828
H -0.6758 -0.3345 1.0775
C -1.1486 1.5831 0.2148
H -2.2872 -0.6480 -0.9192
H 0.6698 -1.2207 -0.7007
H 0.3378 -0.0265 -1.8459
H -1.7203 -1.2352 -2.3682
H 1.5132 -0.6524 2.1567
H 2.4936 -0.6136 0.7729
C -1.4199 -1.1830 -1.3260
N 1.0183 0.8969 0.7383
H -1.8424 1.6741 1.0725
H 1.4969 1.1406 -0.1355
O -1.2646 2.2202 -0.7518
```

Values from the calculation:
Multiplicity: 2
Net charge: +1
M: 101.1 g mol⁻¹
E_LUMO (alpha / beta): -4.1 / -8.4 eV
<S²>: 0.76

=====

Entry B
Here is the ion C5H11NO with charge +1 from OMol25. Energies are from the ωB97M-V functional and the def2-TZVPD basis.

Structure (XYZ):
```
18
C5H11NO, DFT the ωB97M-V functional and the def2-TZVPD basis
O 1.4384 -0.2966 0.5279
H 1.2295 0.1391 1.3448
C -0.9036 1.5751 -0.2396
H -1.2417 -0.2414 2.7341
H -1.8385 -0.2005 0.5448
H 2.0793 -0.7144 -1.7689
C -0.9142 0.3597 0.7038
H -0.6897 2.5706 0.1905
C 1.1519 -1.3746 -1.9438
C -0.8368 0.5644 2.1321
H -0.0902 1.3195 2.4554
H -0.0104 1.4319 -0.8425
H -1.8416 1.7707 -0.8137
H 0.8713 -1.4400 -2.9970
C 0.1192 -0.7200 0.0768
H -0.0666 -1.6923 0.5493
H 1.5762 -2.2158 -1.3504
N -0.0325 -0.8354 -1.3036
```

Values from the calculation:
Multiplicity: 2
Net charge: +1
M: 101.1 g mol⁻¹
E_LUMO (alpha / beta): -8.1 / -7.7 eV
<S²>: 0.77

=====

Entry C
Here is the ion C5H11NO with charge +1 from OMol25. Energies are from the ωB97M-V functional and the def2-TZVPD basis.

Structure (XYZ):
```
18
C5H11NO, DFT the ωB97M-V functional and the def2-TZVPD basis
H -1.5249 -0.4164 -1.7350
H 2.6263 -0.1736 1.2325
H 0.8325 0.5007 -1.1648
H -1.9348 -0.8931 1.4264
O -2.6922 0.9266 -0.5928
H 4.2152 0.5168 -0.2720
N 3.3752 0.0890 -0.6472
C -0.1130 0.1812 0.8437
C 2.3161 0.1710 0.2282
C -1.2677 -0.7366 0.5173
C -2.0967 -0.3718 -0.7696
H -0.6847 1.1790 0.9396
C 1.0079 0.3091 -0.1035
H -3.4221 0.9497 0.1446
H 3.0999 0.6773 -1.4481
H 0.3263 0.0069 1.8477
H -2.9779 -1.0557 -0.7886
H -1.0853 -1.8601 0.3415
```

Values from the calculation:
Multiplicity: 2
Net charge: +1
M: 101.1 g mol⁻¹
E_LUMO (alpha / beta): -3.8 / -7.8 eV
<S²>: 0.76

=====

Relative energies, unit hartree: entry A 0.0153; entry B 0.1253; entry C 0.0000